[1]
C22H23N3O4S as an isolated structure, computed with ωB97M-V/def2-TZVPD.

Structure (XYZ):
```
53
Properties=species:S:1:pos:R:3:forces:R:3:nbo_charge:R:1
C -6.534812 -1.789223 1.757745 2.0 2.7 -7.3 -0.215
H -6.624258 -0.982276 2.372732 -0.7 2.0 1.8 0.188
O -5.131542 -1.616250 1.099024 -2.9 -6.3 5.7 -0.470
C -4.902635 -0.646354 0.369719 -0.3 2.2 -2.6 0.235
C -5.778638 0.282393 -0.021612 -6.2 2.9 2.9 -0.264
C -5.403930 1.436295 -0.581756 -3.3 3.7 -1.4 -0.244
C -4.156987 1.416216 -0.977890 3.4 9.1 -7.0 -0.072
C -3.230545 0.492999 -1.006760 -2.1 -2.8 4.1 -0.209
C -3.715685 -0.568582 -0.211095 7.1 -3.4 -0.6 -0.146
H -2.963480 -1.468045 0.078918 -1.7 2.3 -0.9 0.242
C -1.878809 0.597868 -1.370067 1.5 -6.8 -1.3 0.543
O -1.180873 -0.418215 -1.215915 -0.3 0.1 2.2 -0.555
C -1.349762 1.356792 -2.397068 -0.4 7.9 3.4 -0.699
H -1.942707 1.666117 -3.160911 -1.6 0.0 -2.8 0.288
H -1.431563 2.469789 -1.874712 0.1 -1.8 -0.8 0.283
S 0.287622 1.273421 -2.650167 3.4 -1.6 -3.7 0.377
C 1.104169 1.557069 -1.188157 -7.8 4.1 0.8 0.254
N 0.409627 2.320978 -0.220914 2.6 -1.7 -2.2 -0.546
C 1.463448 2.590324 0.654596 -10.0 2.9 5.3 0.106
C 1.208810 3.127869 2.084218 11.8 -6.9 -13.2 -0.117
C 2.290874 3.037802 2.708841 -1.6 4.9 11.8 -0.243
C 3.413133 2.526983 2.568489 14.0 -6.8 -6.2 -0.209
C 3.667019 1.945943 1.232843 -1.5 0.2 2.0 -0.204
C 2.508055 1.911592 0.512264 7.1 -2.1 -5.6 0.094
N 2.350215 1.542519 -1.173227 6.9 -1.1 5.8 -0.380
C 3.349307 0.640283 -1.752515 -10.2 -3.3 -0.7 -0.310
H 4.053102 1.089266 -2.155203 6.1 5.0 -4.5 0.216
C 4.036501 -0.309552 -0.979718 -6.8 -6.7 6.1 0.703
O 5.136741 -0.543551 -0.832841 9.1 1.2 -1.1 -0.554
N 3.281079 -1.385954 -0.187043 -2.2 4.9 -2.5 -0.501
C 1.819546 -1.385790 -0.323345 -0.8 -4.3 4.0 -0.287
H 1.299105 -0.867713 -1.120961 0.4 0.5 0.2 0.239
C 1.483837 -2.903394 -0.617692 -6.8 1.9 15.5 -0.010
H 0.354946 -3.218564 -0.566059 1.4 1.5 0.3 0.170
O 2.036821 -3.938964 0.224062 2.8 3.3 -0.6 -0.530
C 3.513069 -3.531456 0.217123 -1.5 -8.2 1.8 -0.140
H 3.902367 -4.469582 0.697930 -0.1 0.8 1.4 0.195
C 3.893574 -2.304957 0.863449 1.5 2.1 -7.7 -0.278
H 4.956003 -2.154486 0.520297 -0.5 0.0 1.8 0.268
H 3.470871 -2.014618 1.728136 -0.7 0.4 3.5 0.222
H 3.921959 -4.018291 -0.676017 0.1 2.3 -1.2 0.223
H 1.618600 -3.064950 -1.439697 3.8 -3.4 -16.5 0.105
H 1.317748 -1.310734 0.754640 0.8 1.0 -2.1 0.186
H 2.662263 0.034730 -2.550049 2.1 1.2 1.3 0.253
H 4.493804 1.426880 0.806618 1.0 0.0 0.5 0.227
H 4.522774 2.366125 3.085093 -3.7 1.2 0.0 0.241
H 2.360284 3.389221 3.819499 -1.2 0.1 -1.4 0.201
H 0.447980 3.408281 2.299094 -16.2 6.3 4.8 0.162
H -3.716704 2.478435 -1.836286 -1.6 -2.6 2.9 0.119
H -6.146499 2.416380 -0.779067 2.2 -3.1 0.7 0.237
H -6.786580 0.529579 0.463586 1.1 -1.7 -0.5 0.216
H -6.594258 -2.694511 2.154875 0.2 -3.8 1.8 0.194
H -7.165001 -1.726132 0.792932 0.3 -0.1 2.0 0.193
```
Positions in Å, forces in eV/Å.

Kohn-Sham gap in eV: 7.69
Calculated total energy in a.u.: -1714.777356
LUMO level in eV: -0.1
E_HOMO in eV: -7.77



[2]
One molecule with the formula C4H10NO2, computed with ωB97M-V/def2-TZVPD.

Structure (XYZ):
```
17
Properties=species:S:1:pos:R:3:forces:R:3:nbo_charge:R:1
C 0.807199 1.066097 -0.736183 -0.5 3.1 0.2 -0.069
O 1.912741 0.408801 -1.273319 -3.1 -3.9 0.3 -0.730
C -0.497177 0.144631 -0.744858 -0.1 1.6 -1.0 -0.200
C -0.821805 -0.337039 0.622340 -1.2 -0.5 3.0 0.109
C 0.364536 -0.952831 1.425427 -3.5 -1.6 -0.4 -0.634
O -1.404159 0.770114 1.436432 1.7 0.3 -1.2 -0.726
N -0.193001 -0.978084 -1.643946 -2.3 1.5 -0.6 -0.409
H 0.599551 2.011911 -1.344350 0.0 -1.2 0.5 0.166
H 1.040994 1.521499 0.300354 -0.4 -1.0 -1.1 0.147
H -1.435621 0.692414 -1.094342 1.4 -0.3 0.4 0.208
H -1.677851 -1.081855 0.533029 1.0 0.9 0.3 0.190
H -0.010867 -1.227256 2.439827 0.5 0.3 -0.8 0.229
H 0.656505 -1.845222 0.892559 0.3 -0.5 0.0 0.215
H 1.154653 -0.304750 1.435044 2.1 1.7 0.4 0.211
H -0.723645 1.514774 1.463285 -1.2 -1.5 -0.1 0.463
H 1.245985 -0.550876 -1.385248 3.6 2.3 -0.7 0.473
H -1.018037 -0.852329 -2.326051 1.8 -1.1 0.8 0.358
```
Positions in Å, forces in eV/Å.

Multiplicity: 2
Kohn-Sham gap (spin up / spin down) in eV: 10.42 / 7.87
Calculated total energy in a.u.: -363.498053
LUMO level (spin up / spin down) in eV: 0.7 / -1.9
E_HOMO (spin up / spin down) in eV: -9.76 / -9.77



[3]
A 6-piece molecular cluster, C47H80BN2O14S2 overall, computed with ωB97M-V/def2-TZVPD.

Structure (XYZ):
```
146
Properties=species:S:1:pos:R:3:forces:R:3:lowdin_charge:R:1
C -2.224968 -5.641914 3.149552 -0.1 -0.1 -0.2 -0.005
B -1.230337 -6.221844 2.062542 0.0 0.0 0.2 -0.473
O -0.862661 -7.547106 2.100232 -0.3 0.0 -0.5 0.139
C -0.642396 -5.321596 0.945213 0.3 0.1 -0.1 -0.111
C -0.417192 -3.960546 1.177624 -0.1 0.0 -0.2 -0.086
C 0.061894 -3.155425 0.159180 0.1 0.0 0.0 -0.451
C 0.333693 -3.667186 -1.118250 0.1 -0.2 0.1 -0.184
C 0.151537 -5.034344 -1.362705 0.0 -0.1 0.1 -0.043
C 0.404278 -5.742922 -2.731979 -0.5 -0.4 -0.2 -0.694
O 1.319752 -5.293874 -3.437395 0.0 -0.2 0.1 -0.034
O -0.398375 -6.695495 -2.945508 0.6 0.7 0.1 -0.074
C -0.345271 -5.825191 -0.326226 0.0 0.1 0.3 0.030
N 0.743774 -2.796000 -2.178770 -0.6 0.4 0.5 -0.027
C -0.395732 -2.168688 -2.898121 0.2 -0.2 -0.4 -0.145
C -1.615692 -3.070858 -3.035770 -0.4 0.4 -0.2 -0.136
C -2.624635 -2.947408 -1.880293 0.4 -0.1 0.2 -0.203
N -3.866455 -2.250204 -2.225462 -0.1 -0.2 -0.2 -0.043
C -5.087676 -2.822751 -1.662517 -0.1 0.0 0.3 -0.170
C -5.703898 -1.963058 -0.583027 -0.1 0.0 0.0 -0.147
C -6.179360 -0.691265 -0.897342 -0.1 0.1 0.1 -0.042
C -6.719011 0.143501 0.070393 -0.1 0.0 0.1 -0.085
C -6.812667 -0.299333 1.382772 0.1 -0.1 0.0 -0.086
C -6.344920 -1.558687 1.719791 -0.1 -0.1 -0.1 -0.015
C -5.796981 -2.383545 0.744433 0.2 0.1 0.0 -0.261
O -5.355617 -3.636191 1.135980 0.0 0.1 0.1 0.021
C 1.689338 -1.808776 -1.802027 0.3 0.0 -0.3 -0.229
C 2.705786 -1.500528 -2.699657 0.0 0.1 0.0 0.055
C 3.616079 -0.480243 -2.438856 0.0 -0.1 0.2 -0.235
C 4.660337 -0.085811 -3.452508 -0.3 0.1 0.1 -0.152
C 4.060444 0.214450 -4.827797 0.4 0.1 -0.2 -0.273
C 2.954795 1.256830 -4.759568 -0.1 -0.1 -0.2 -0.564
S 2.137292 1.527256 -6.365191 0.0 0.2 -0.1 0.707
C 3.533862 0.194269 -1.222496 -0.1 0.0 -0.1 -0.059
C 2.539787 -0.109822 -0.304033 0.2 -0.1 -0.2 -0.116
C 1.607805 -1.096142 -0.603873 0.0 0.0 0.1 -0.461
S 0.275325 -1.427449 0.496193 -0.1 0.0 0.0 1.020
H -1.727480 -5.513949 4.114422 0.0 0.0 0.0 0.071
H -2.618756 -4.676372 2.834096 -0.1 0.1 0.2 0.047
H -3.075593 -6.304504 3.333628 0.0 0.0 0.0 0.054
H -1.521013 -8.100747 2.528570 0.2 0.0 0.3 0.093
H -0.625845 -3.517239 2.145184 0.0 0.0 0.0 0.100
H -0.522999 -6.871528 -0.536036 0.0 0.0 -0.1 0.118
H -0.042662 -1.903453 -3.898076 0.2 0.0 0.0 0.116
H -0.681663 -1.224365 -2.410877 -0.1 0.0 0.1 0.111
H -1.323096 -4.107031 -3.178294 0.1 0.0 -0.1 0.099
H -2.135760 -2.768322 -3.947423 -0.1 0.0 0.0 0.111
H -2.863365 -3.950082 -1.522524 -0.1 0.0 0.0 0.117
H -2.120288 -2.434179 -1.054440 -0.1 -0.1 0.1 0.095
H -3.797574 -1.280741 -1.952354 0.0 0.0 -0.1 0.098
H -5.842652 -2.985962 -2.437930 0.0 0.1 -0.1 0.116
H -4.868269 -3.801401 -1.237962 0.0 -0.1 -0.1 0.105
H -6.129132 -0.348887 -1.924509 0.0 0.0 0.0 0.116
H -7.089636 1.129457 -0.179128 0.0 0.0 -0.1 0.091
H -7.235501 0.335614 2.150135 0.0 0.1 0.0 0.091
H -6.393545 -1.925788 2.736493 0.0 0.0 0.0 0.104
H -4.409729 -3.702844 0.957990 0.0 -0.1 -0.1 0.102
H 2.756446 -2.071475 -3.620933 -0.1 0.0 0.1 0.139
H 5.410643 -0.874232 -3.539589 0.1 0.0 0.0 0.120
H 5.148517 0.815724 -3.072594 0.2 0.0 -0.1 0.099
H 4.856574 0.610515 -5.466708 0.0 -0.1 -0.1 0.103
H 3.725758 -0.697767 -5.324220 -0.2 0.0 0.1 0.101
H 2.183441 0.992363 -4.039952 0.1 0.0 0.0 0.059
H 3.349813 2.230783 -4.470755 0.0 0.0 0.1 0.062
H 1.068487 0.756492 -6.154696 0.0 -0.1 0.0 -0.149
H 4.244642 0.982927 -0.998350 0.0 0.0 0.0 0.103
H 2.495520 0.440797 0.627651 -0.1 -0.1 0.1 0.103
C -9.939717 5.485311 2.973817 0.0 0.0 0.0 -0.114
O -8.611240 5.514503 3.457407 0.0 0.0 0.0 -0.190
C -8.127724 4.245720 3.867663 0.0 0.1 0.1 -0.206
C -7.233578 3.614406 2.825190 0.0 -0.2 -0.1 -0.205
O -7.947699 3.294688 1.642713 0.0 0.1 0.0 -0.204
C -7.742283 4.218239 0.589563 0.0 0.0 0.0 -0.112
H -10.138463 6.451691 2.513324 0.0 0.0 0.0 0.088
H -10.080101 4.699078 2.228066 0.0 0.0 0.0 0.083
H -10.651292 5.332903 3.793269 0.0 0.0 0.0 0.087
H -8.961774 3.574369 4.096150 0.0 0.0 0.0 0.126
H -7.550730 4.394596 4.785466 0.0 0.0 0.0 0.125
H -6.827446 2.681047 3.227779 0.0 0.0 0.0 0.120
H -6.392774 4.277151 2.598888 0.0 0.0 0.0 0.129
H -6.738409 4.109240 0.165104 0.0 0.0 0.0 0.090
H -7.879372 5.248965 0.925724 0.0 0.0 0.0 0.084
H -8.475547 3.995237 -0.183974 0.0 0.0 0.0 0.089
C -7.206276 -4.140023 7.334985 0.0 0.0 0.0 -0.117
O -7.843283 -4.658257 6.184747 0.0 0.0 0.0 -0.190
C -7.170087 -4.343078 4.973858 -0.1 0.0 0.0 -0.205
C -6.347803 -5.503046 4.463699 0.2 0.0 -0.2 -0.196
O -5.270574 -5.811677 5.334771 0.0 0.0 0.1 -0.197
C -5.502691 -6.937892 6.155241 0.0 0.0 0.0 -0.115
H -7.682665 -4.594102 8.202774 0.0 0.0 0.0 0.086
H -6.139882 -4.378673 7.347504 0.0 0.0 0.0 0.083
H -7.329645 -3.052580 7.394911 0.0 0.0 0.0 0.087
H -6.528632 -3.466832 5.109848 0.0 0.0 0.0 0.122
H -7.930540 -4.093520 4.228422 0.0 0.0 0.0 0.127
H -5.919451 -5.228163 3.495159 0.0 0.0 0.0 0.117
H -6.985768 -6.380479 4.316520 0.0 0.0 0.0 0.128
H -5.461036 -7.864048 5.570426 0.0 0.0 0.0 0.088
H -6.470610 -6.878137 6.660248 0.0 0.0 0.0 0.083
H -4.711630 -6.962867 6.903315 0.0 0.0 0.0 0.088
C 5.326763 5.955096 0.466056 0.0 0.0 0.0 -0.112
O 6.696364 5.851282 0.127292 0.0 0.0 0.0 -0.189
C 7.293563 4.633324 0.545376 0.1 0.1 0.0 -0.200
C 7.419735 3.642384 -0.587975 0.0 -0.2 0.0 -0.204
O 6.150836 3.210838 -1.050571 -0.1 0.1 0.0 -0.197
C 5.730501 3.840460 -2.245566 -0.1 -0.1 0.0 -0.108
H 4.926471 6.819629 -0.061176 0.0 0.0 0.0 0.088
H 4.768515 5.065043 0.165679 0.0 0.0 0.0 0.082
H 5.200794 6.110148 1.543672 0.0 0.0 0.0 0.088
H 6.720227 4.187231 1.364285 0.0 0.0 0.0 0.128
H 8.294461 4.869834 0.920108 0.0 0.0 0.0 0.121
H 7.960068 2.763028 -0.226931 0.0 0.0 0.0 0.121
H 7.999400 4.081275 -1.407154 0.0 0.0 0.0 0.126
H 6.303676 3.468054 -3.102789 0.0 0.0 0.0 0.090
H 5.830402 4.927485 -2.190821 0.0 0.0 0.0 0.086
H 4.680350 3.587532 -2.391968 0.0 0.0 0.0 0.080
C 11.521013 3.220202 0.881451 0.0 0.0 0.0 -0.110
O 10.720404 2.472816 -0.013735 0.0 0.0 0.0 -0.205
C 11.279864 2.348100 -1.311125 -0.2 0.0 0.0 -0.204
C 11.920089 0.995228 -1.521581 0.1 0.0 0.0 -0.205
O 13.051866 0.810418 -0.687196 0.0 0.0 0.1 -0.191
C 12.792365 0.009300 0.450406 0.0 0.0 0.0 -0.111
H 11.103578 3.087049 1.878309 0.0 0.0 0.0 0.090
H 12.557502 2.874252 0.879429 0.0 0.0 0.0 0.084
H 11.498140 4.286688 0.629734 0.0 0.0 0.0 0.088
H 12.012191 3.141746 -1.490246 0.0 0.0 0.0 0.127
H 10.465847 2.468271 -2.033178 0.0 0.0 0.0 0.123
H 12.259807 0.923152 -2.559164 0.0 0.0 0.0 0.126
H 11.183314 0.204399 -1.350502 0.0 0.0 0.0 0.129
H 12.668520 -1.041744 0.168437 0.0 0.0 0.0 0.089
H 11.898931 0.343316 0.983427 0.0 0.0 0.0 0.084
H 13.653930 0.095314 1.110515 0.0 0.0 0.0 0.088
C 0.135209 5.967085 -1.544325 0.0 0.0 0.0 -0.118
O -0.791365 5.208888 -2.294220 0.0 0.0 0.0 -0.188
C -0.361057 4.933724 -3.618184 -0.1 0.0 0.0 -0.203
C 0.197701 3.536623 -3.760627 0.1 0.0 -0.1 -0.209
O 1.393837 3.370921 -3.019951 0.0 0.1 0.2 -0.212
C 1.219229 2.677282 -1.793589 0.0 0.0 -0.1 -0.093
H -0.197584 5.953658 -0.507566 0.0 0.0 0.0 0.088
H 1.141254 5.543406 -1.600517 0.0 0.0 0.0 0.080
H 0.164013 7.006766 -1.891787 0.0 0.0 0.0 0.086
H 0.390149 5.665243 -3.934237 0.0 0.0 0.0 0.125
H -1.231723 5.036791 -4.273227 0.0 0.0 0.0 0.125
H 0.437206 3.355323 -4.813768 0.0 0.0 0.0 0.092
H -0.550414 2.799523 -3.450953 0.0 0.0 0.0 0.133
H 1.029175 1.613628 -1.969747 0.0 0.0 0.0 0.082
H 0.399363 3.098840 -1.205167 0.0 0.0 0.0 0.090
H 2.147023 2.771476 -1.232563 0.0 0.0 0.0 0.082
```
Positions in Å, forces in eV/Å.

Total charge: -1
Kohn-Sham gap in eV: 6.58
Calculated total energy in a.u.: -3822.897484
LUMO level in eV: 1.9
E_HOMO in eV: -4.69